{"formula": "C6H8N", "method": "wB97M-V/def2-TZVPD", "homo_lumo_gap_ev": [9.46, 5.13], "multiplicity": 1, "homo_ev": [-14.3, -11.9], "total_charge": 1, "relative_energy_ev": 8.012, "symbols": ["N", "C", "C", "C", "C", "C", "C", "H", "H", "H", "H", "H", "H", "H", "H"], "positions_angstrom": [[1.61424, 0.13179, -0.69254], [2.94778, -0.24345, -0.40962], [-1.88075, 0.69979, 1.42954], [-0.69539, -0.08797, -0.53374], [2.30324, 0.16492, 0.62286], [-0.86276, 0.05836, 0.80030], [0.42224, -0.60196, -1.21864], [-2.73283, 1.28320, 1.02086], [-1.51189, 0.50795, -1.08535], [1.93227, 0.55401, 1.65502], [-0.11533, -0.35528, 1.40033], [0.40605, -1.74760, -1.15663], [3.78790, -0.70037, -0.83830], [-1.99117, 0.83503, 2.51893], [0.47832, -0.35448, -2.24821]]}